ORCA calculation (wB97M-V/def2-TZVPD) on an isolated molecule of C5H9N3.

- total charge = 0
- HOMO-LUMO gap (eV) = 10.231
- E_HOMO (eV) = -9.372
- SMILES = [H]/N=C(\N)C(=C)/C(C)=N/[H]
- F_max (eV/Å) = 0.70
- 2S+1 = 1
- energy relative to the best compared isomer or geometry (same formula, charge and spin) (kcal per mole) = 23.52
- electronic energy (eV) = -9800.44709

Structure (XYZ):
```
17
Properties=species:S:1:pos:R:3:forces:R:3
C -1.07601 1.37640 0.99667 0.1 0.4 0.0
C 1.07346 -0.61457 0.26709 0.1 -0.4 0.2
C -0.07229 -0.28145 -0.61069 -0.1 -0.4 -0.4
C -0.67033 1.06174 -0.41399 -0.3 0.3 -0.1
N 1.15053 -1.91331 0.69382 0.0 -0.5 0.0
C -0.52655 -1.10408 -1.55234 0.1 0.2 0.2
N 1.87250 0.31722 0.58170 0.2 0.7 0.0
N -0.80965 1.79768 -1.43345 0.0 0.0 -0.3
H 1.99540 -2.22835 1.14570 -0.1 0.0 -0.1
H 0.55176 -2.61797 0.29187 0.1 0.2 0.1
H 2.65112 0.02340 1.16618 -0.1 -0.2 0.0
H -1.23713 2.70283 -1.23728 -0.1 -0.1 0.3
H -1.72240 2.25486 1.03108 0.0 -0.1 0.0
H -0.16687 1.57089 1.56500 -0.1 0.0 0.1
H -1.58709 0.52929 1.44854 -0.1 -0.1 0.1
H -0.09433 -2.07314 -1.74186 0.1 -0.2 0.0
H -1.33213 -0.80144 -2.19804 -0.1 0.1 -0.1
```
Positions in Å, forces in eV/Å.